No. 1
19
Properties=species:S:1:pos:R:3:forces:R:3 method="wB97M-V/def2-TZVPD" total_energy_ev=-8463.0059 e_homo_ev=-8.59 molar_mass_da=100.2 e_above_lowest_ev=1.348 largest_force_ev_per_a=1.1 smiles="C=CC=C(C)C.O"
C -2.648711 -1.490405 -0.031603 -0.2 -0.3 -0.4
C -1.326323 -1.499199 0.035985 0.5 0.6 0.5
C -0.486190 -0.489817 -0.600041 0.0 -0.4 -0.7
C 0.777889 -0.194844 -0.293910 -0.7 0.5 0.2
C 1.436646 -0.751675 0.932181 1.0 0.1 -0.3
C 1.459484 0.863749 -1.117259 0.3 -0.2 0.2
H -3.156803 -0.811630 -0.705892 0.0 0.2 0.2
H -3.262062 -2.209011 0.487437 0.0 -0.1 0.1
H -0.780111 -2.202347 0.652815 -0.3 -0.2 0.2
H -0.884537 0.007331 -1.476045 -0.3 0.0 0.0
H 2.464786 -0.393168 0.993033 0.1 0.0 0.0
H 0.969387 -0.452005 1.866554 -0.3 -0.1 0.0
H 1.513245 -1.834444 0.877616 -0.2 -0.2 0.2
H 2.346224 0.474002 -1.626908 0.1 0.0 0.2
H 0.786043 1.231205 -1.886187 -0.1 0.1 -0.1
H 1.753278 1.700851 -0.484358 0.2 0.0 0.0
O -0.122241 2.874034 1.082391 -0.1 -0.2 -0.1
H -0.285887 3.167171 0.180287 0.0 0.1 0.0
H -0.554111 2.010200 1.113895 0.1 0.0 0.0

=====

No. 2
19
Properties=species:S:1:pos:R:3:forces:R:3 method="wB97M-V/def2-TZVPD" total_energy_ev=-8463.4327 e_homo_ev=-9.66 molar_mass_da=100.2 e_above_lowest_ev=0.921 largest_force_ev_per_a=2.3 smiles="CC[C@@H](C)CC=O"
C -1.001580 1.948938 0.873240 0.3 -1.6 0.4
C 0.101512 1.248405 0.086403 -0.3 -0.3 -1.0
C 0.021046 -0.300506 0.111930 -1.4 -0.1 0.9
C -1.436955 -0.835795 0.088785 0.6 0.9 -0.2
C 0.842399 -0.920839 -0.994614 2.2 -0.4 0.6
C 2.165462 -1.493264 -0.466453 0.1 0.2 -0.2
O 3.133668 -1.675439 -1.154739 0.0 0.0 -0.1
H -1.936080 1.824546 0.333068 -0.2 0.6 0.0
H -0.742947 2.960071 1.156940 -0.2 0.2 -0.2
H -1.136785 1.338031 1.776858 0.0 0.5 0.2
H 1.077730 1.608066 0.411596 0.2 -0.2 0.0
H -0.000341 1.484462 -0.981301 0.1 0.4 0.1
H 0.337351 -0.615608 1.119049 0.6 -0.1 -0.3
H -1.948055 -0.447322 -0.792953 -0.2 -0.3 -0.1
H -1.965914 -0.465033 0.963565 -0.2 -0.2 0.0
H -1.422179 -1.921285 0.109178 -0.1 -0.1 -0.1
H 1.220350 -0.188837 -1.710191 -0.5 0.0 -0.3
H 0.470229 -1.797397 -1.532957 -0.7 0.3 0.0
H 2.221096 -1.751189 0.602597 -0.2 0.0 0.3

=====

No. 3
19
Properties=species:S:1:pos:R:3:forces:R:3 method="wB97M-V/def2-TZVPD" total_energy_ev=-8461.5501 e_homo_ev=-8.40 molar_mass_da=100.2 e_above_lowest_ev=2.804 largest_force_ev_per_a=0.4
C -1.646978 1.040095 -0.043753 0.0 0.1 0.0
C -1.334926 -0.374155 0.439829 0.0 -0.1 0.0
C -0.814535 -1.284802 -0.671824 -0.1 0.1 -0.1
O 0.384404 -1.933724 -0.134612 0.2 0.0 0.2
C 0.797368 -1.507176 1.023652 -0.4 0.1 -0.2
C 2.467584 0.818163 -0.788421 0.0 0.1 0.0
C -0.187514 -0.445991 1.469249 0.1 0.0 0.1
H -2.441825 1.046048 -0.798128 0.1 0.0 0.1
H -0.755337 1.497840 -0.489711 -0.1 -0.1 0.1
H -1.970880 1.674905 0.787053 0.0 -0.1 -0.1
H -2.240689 -0.812624 0.872029 0.1 0.0 -0.1
H -1.495199 -2.083292 -0.970020 0.1 0.1 0.0
H -0.492516 -0.738832 -1.563111 0.0 0.0 0.1
H 2.501836 -0.027915 -0.099187 0.0 0.1 -0.1
H 3.447197 1.300202 -0.826559 -0.1 -0.1 0.0
H 1.725031 1.546624 -0.447764 0.1 -0.1 -0.1
H 2.198441 0.463284 -1.786975 0.0 0.1 0.1
H 0.375834 0.495249 1.539871 0.0 -0.1 0.0
H -0.517293 -0.673903 2.488380 0.1 0.0 -0.1

=====

No. 4
19
Properties=species:S:1:pos:R:3:forces:R:3 method="wB97M-V/def2-TZVPD" total_energy_ev=-8460.1176 e_homo_ev="-8.23 / -6.01" molar_mass_da=100.2 e_above_lowest_ev=4.236 largest_force_ev_per_a=2.0
C 1.859835 -0.923303 -0.146363 -0.4 -0.2 -0.3
C 1.386364 0.384074 0.324396 -0.3 -0.5 -0.4
O 2.237423 0.987547 1.157041 0.7 1.0 1.1
C 0.203981 1.105122 -0.120764 -0.6 -0.2 -0.3
C -1.136477 0.798661 0.629826 0.3 0.1 0.0
C -1.919834 -0.210295 -0.231207 -0.1 0.7 0.2
C -1.005099 -1.242854 -0.816025 -1.6 -1.1 0.3
H 2.954659 -0.908697 -0.237592 -0.2 -0.1 -0.2
H 1.283474 -1.143939 -1.069018 0.7 0.0 0.1
H 1.589425 -1.751301 0.519654 0.1 0.0 0.1
H 1.912561 1.878832 1.362708 0.2 -0.3 0.0
H 0.412627 2.189488 -0.082564 -0.1 -0.2 -0.3
H 0.012688 0.705532 -1.146883 0.2 0.8 0.2
H -0.920279 0.366545 1.615282 0.0 0.1 -0.1
H -1.698119 1.727447 0.806444 0.0 -0.3 -0.1
H -2.418398 0.346182 -1.036791 0.1 -0.1 0.1
H -2.719940 -0.625685 0.406135 0.2 -0.2 -0.3
H -1.290594 -1.622090 -1.799063 0.3 0.2 0.0
H -0.744292 -2.061274 -0.135222 0.3 0.3 -0.2

=====

No. 5
19
Properties=species:S:1:pos:R:3:forces:R:3 method="wB97M-V/def2-TZVPD" total_energy_ev=-8460.5685 e_homo_ev=-8.33 molar_mass_da=100.2 e_above_lowest_ev=3.785 largest_force_ev_per_a=3.6 smiles="C/C=C/[C@H](C)OC"
C -1.333021 -1.901410 1.137865 0.0 0.1 0.4
C -0.090665 -1.070901 0.965178 0.1 0.4 -0.3
C -0.125490 0.275260 0.791295 -1.5 -0.2 -0.9
C 0.178262 1.084217 -0.536739 -0.3 0.0 0.4
C -0.997285 0.877097 -1.476926 -0.1 0.0 0.0
O 1.321662 0.616976 -1.145731 0.0 0.1 -0.1
C 2.289823 0.622785 -0.133501 -0.1 0.2 0.6
H -1.375572 -2.591540 0.272778 0.1 0.3 0.3
H -2.223616 -1.265207 1.078443 0.1 -0.2 0.2
H -1.352210 -2.521366 2.033329 -0.1 -0.1 0.1
H 0.831622 -1.634539 0.814026 -0.2 0.1 -0.7
H -0.895142 0.822394 1.320531 -0.8 -0.2 -0.2
H 0.300712 2.150323 -0.269330 -0.1 -0.2 0.0
H -0.854867 1.439083 -2.405705 0.0 0.0 0.2
H -1.925217 1.206678 -1.005055 0.0 0.0 -0.1
H -1.082121 -0.187379 -1.721496 0.0 0.2 0.1
H 2.728211 1.626865 -0.017564 -0.1 0.0 0.0
H 3.096428 -0.030392 -0.533633 -0.5 -0.1 1.2
H 1.508487 0.481054 0.832235 3.4 -0.4 -1.2

=====

No. 6
19
Properties=species:S:1:pos:R:3:forces:R:3 method="wB97M-V/def2-TZVPD" total_energy_ev=-8462.3799 e_homo_ev=-9.09 molar_mass_da=100.2 e_above_lowest_ev=1.974 largest_force_ev_per_a=2.2 smiles="C/C=C/CCCO"
C -1.640526 1.277273 -1.735690 -0.6 -0.2 -0.4
C -0.682858 0.960733 -0.644201 1.3 1.8 0.0
C 0.596334 0.634247 -0.869166 -0.4 -1.8 -0.8
C 1.569333 -0.216563 -0.043416 0.1 1.7 -0.3
C 0.955813 -1.416800 0.646619 -1.4 0.7 0.6
C -0.198731 -1.079693 1.633947 1.3 -0.7 0.0
O 0.087034 0.005408 2.500464 -0.4 0.2 -0.5
H -2.397947 0.483739 -1.758631 -0.2 0.2 0.3
H -1.236224 1.212871 -2.747690 0.5 0.2 0.1
H -2.143375 2.235305 -1.597703 -0.1 -0.1 0.0
H -0.927503 1.403004 0.323565 -0.6 -1.1 0.3
H 0.910291 0.685336 -1.909114 -0.2 -0.2 -0.2
H 2.092363 0.492484 0.601080 0.2 -0.5 0.6
H 2.311347 -0.551134 -0.768396 0.1 -0.1 0.2
H 1.683289 -2.004084 1.194832 0.3 -0.2 -0.3
H 0.394429 -1.981250 -0.097962 0.6 -0.6 -0.3
H -0.280517 -1.941850 2.292137 -0.4 -0.1 0.0
H -1.098016 -0.992902 1.026954 -0.3 0.4 0.4
H 0.005465 0.793877 1.952366 0.1 0.2 0.3

=====

No. 7
19
Properties=species:S:1:pos:R:3:forces:R:3 method="wB97M-V/def2-TZVPD" total_energy_ev=-8463.1703 e_homo_ev=-10.12 molar_mass_da=100.2 e_above_lowest_ev=1.184 largest_force_ev_per_a=0.3 smiles=CCC[C@H]1O[C@@H]1C
C -2.892262 -0.888898 0.158986 -0.1 0.0 0.0
C -1.775832 0.035628 0.640900 0.0 0.0 0.1
C -0.732787 0.290951 -0.456979 0.0 -0.1 0.0
C 0.636329 0.628980 0.089311 -0.2 0.2 -0.1
O 1.195408 -0.347653 0.965867 0.0 -0.1 0.2
C 1.829101 -0.136042 -0.290147 0.2 0.0 -0.2
C 3.226546 0.419942 -0.244296 0.0 0.0 0.0
H -2.476890 -1.859130 -0.138810 -0.1 0.1 0.0
H -3.417411 -0.475092 -0.710327 0.1 0.0 0.1
H -3.631892 -1.071206 0.945684 0.1 0.0 -0.1
H -1.272350 -0.427451 1.497666 -0.1 0.1 -0.1
H -2.199349 0.983806 0.996196 0.1 -0.1 -0.1
H -0.642470 -0.615001 -1.070102 0.0 0.1 0.1
H -1.065834 1.092987 -1.129101 0.1 -0.1 0.1
H 0.786562 1.655837 0.433696 0.0 -0.2 0.0
H 1.676022 -0.955989 -0.997551 0.0 0.1 0.1
H 3.559821 0.719184 -1.244264 -0.1 0.0 0.1
H 3.920571 -0.338873 0.133190 -0.1 0.1 -0.1
H 3.276716 1.288016 0.420079 0.0 -0.1 -0.1

=====

No. 8
19
Properties=species:S:1:pos:R:3:forces:R:3 method="wB97M-V/def2-TZVPD" total_energy_ev=-8461.2665 e_homo_ev=-8.46 molar_mass_da=100.2 e_above_lowest_ev=3.087 largest_force_ev_per_a=0.5
C -1.128331 0.025824 -1.574694 -0.1 0.0 0.0
C 0.166868 0.022158 -0.762799 0.1 0.0 0.0
C 0.631166 1.451368 -0.466070 0.0 0.1 0.0
C 2.377777 -0.959941 0.711639 -0.2 0.1 0.5
O 1.258649 -0.672374 1.307878 0.4 -0.1 -0.3
C 0.038007 -0.829151 0.508918 -0.2 0.0 -0.1
C -1.103883 -0.463099 1.438783 0.0 0.0 0.0
H -0.963588 0.520263 -2.538044 0.0 -0.1 0.1
H -1.494189 -0.987871 -1.777303 0.1 0.1 0.0
H -1.922132 0.576699 -1.055646 0.1 -0.1 -0.1
H 0.951379 -0.466711 -1.351420 -0.1 0.1 0.1
H -0.177617 2.065970 -0.054174 0.1 -0.1 -0.1
H 0.982715 1.929066 -1.385807 -0.1 0.0 0.1
H 1.459531 1.467343 0.247035 -0.1 0.1 -0.2
H 3.126359 -0.667210 1.490204 -0.1 -0.2 -0.1
H -0.018246 -1.889012 0.233447 0.0 0.2 0.0
H -1.084780 0.602972 1.687838 0.0 -0.1 0.0
H -2.065755 -0.692887 0.970477 0.2 0.0 0.1
H -1.033931 -1.033408 2.369737 0.0 0.1 -0.1

=====

No. 9
19
Properties=species:S:1:pos:R:3:forces:R:3 method="wB97M-V/def2-TZVPD" total_energy_ev=-8463.1172 e_homo_ev=-10.01 molar_mass_da=100.2 e_above_lowest_ev=1.237 largest_force_ev_per_a=0.3 smiles=CC(C)[C@H]1O[C@H]1C
C -1.968607 -1.115569 -0.478341 0.0 0.0 0.0
C -0.790971 -0.149525 -0.314847 0.1 0.0 0.0
C -1.199715 1.115281 0.466775 0.0 0.0 0.1
C 0.372896 -0.878375 0.334954 -0.2 0.1 0.1
O 1.354737 -1.415799 -0.548133 0.1 -0.2 -0.1
C 1.755801 -0.388014 0.352150 0.1 0.2 0.2
C 2.198323 0.936739 -0.214653 0.0 0.0 -0.1
H -2.783251 -0.661225 -1.052913 0.1 0.0 0.1
H -1.660312 -2.034447 -0.988284 0.0 0.1 0.0
H -2.371870 -1.394155 0.504246 0.1 0.0 -0.1
H -0.444852 0.137522 -1.314768 0.0 0.0 0.2
H -2.115426 0.956285 1.048220 0.2 0.0 -0.1
H -1.384567 1.959061 -0.206119 0.0 -0.1 0.1
H -0.414660 1.419064 1.166212 -0.1 0.0 -0.1
H 0.089243 -1.561297 1.142252 0.0 0.1 -0.1
H 2.397595 -0.761092 1.155189 -0.1 0.1 -0.1
H 1.482800 1.337333 -0.937591 0.1 -0.1 0.1
H 3.168804 0.833370 -0.711380 -0.1 0.0 0.1
H 2.314033 1.664845 0.597025 0.0 -0.1 -0.1

=====

No. 10
19
Properties=species:S:1:pos:R:3:forces:R:3 method="wB97M-V/def2-TZVPD" total_energy_ev=-8463.1907 e_homo_ev=-9.96 molar_mass_da=100.2 e_above_lowest_ev=1.163 largest_force_ev_per_a=0.3 smiles=CC(C)[C@H]1O[C@H]1C
C -1.918734 -1.082000 -0.564497 0.0 0.0 0.0
C -0.809082 -0.058518 -0.265401 0.1 0.0 -0.1
C -1.393628 1.161281 0.449883 0.1 0.0 0.1
C 0.332595 -0.717267 0.506489 -0.2 0.1 0.1
O 1.223910 -1.495175 -0.290628 0.0 -0.2 -0.1
C 1.774620 -0.406171 0.439445 0.1 0.2 0.1
C 2.392408 0.749515 -0.298923 -0.1 0.0 -0.1
H -2.701717 -0.630773 -1.187573 0.2 0.0 0.1
H -1.532065 -1.954756 -1.100295 0.0 0.1 0.1
H -2.404623 -1.432395 0.355844 0.2 0.1 -0.1
H -0.402357 0.262547 -1.232134 0.0 0.0 0.1
H -1.815766 0.883808 1.423667 0.1 0.0 -0.1
H -2.206038 1.605773 -0.139439 0.2 -0.1 0.1
H -0.634521 1.934124 0.609190 -0.1 -0.1 0.0
H 0.035094 -1.205963 1.441240 -0.2 0.0 -0.2
H 2.384064 -0.755392 1.279891 -0.2 0.1 0.0
H 1.716674 1.139184 -1.062471 0.1 0.0 0.0
H 3.332696 0.450580 -0.776226 -0.2 0.0 0.0
H 2.626466 1.551596 0.411930 -0.1 -0.1 -0.1

=====

No. 11
19
Properties=species:S:1:pos:R:3:forces:R:3 method="wB97M-V/def2-TZVPD" total_energy_ev=-8462.5518 e_homo_ev=-9.60 molar_mass_da=100.2 e_above_lowest_ev=1.802 largest_force_ev_per_a=0.3 smiles=COCC1(C)CC1
C 1.825213 0.626766 1.114388 0.0 0.1 0.2
O 1.952321 -0.198023 -0.027194 0.2 -0.1 0.0
C 0.823316 -0.960145 -0.404954 -0.1 -0.2 -0.1
C -0.470156 -0.162373 -0.386435 0.1 0.0 0.1
C -0.298469 1.261390 -0.898749 0.0 0.0 -0.1
C -1.750663 -0.893408 -0.672206 -0.1 -0.1 -0.1
C -1.440335 -0.457085 0.729684 -0.1 0.0 0.2
H 2.640800 0.402747 1.807481 -0.1 0.0 0.0
H 0.869942 0.497417 1.633803 0.2 -0.1 -0.1
H 1.894222 1.680873 0.810396 0.1 -0.2 0.1
H 1.044555 -1.299783 -1.423094 0.0 0.1 0.1
H 0.732433 -1.862415 0.223271 -0.1 0.2 0.0
H 0.770981 1.456064 -1.026834 -0.3 0.1 -0.1
H -0.697224 1.995992 -0.189871 0.0 -0.1 -0.2
H -0.781447 1.407285 -1.869149 0.0 0.0 0.1
H -1.721156 -1.955992 -0.901177 0.1 0.1 0.1
H -2.515477 -0.344069 -1.216019 0.1 -0.1 0.1
H -1.177159 -1.234273 1.445842 0.0 0.2 -0.1
H -2.009992 0.363166 1.156082 0.1 0.0 -0.1

=====

No. 12
19
Properties=species:S:1:pos:R:3:forces:R:3 method="wB97M-V/def2-TZVPD" total_energy_ev=-8462.8455 e_homo_ev=-9.75 molar_mass_da=100.2 e_above_lowest_ev=1.508 largest_force_ev_per_a=0.3 smiles=COCC1(C)CC1
C 2.813610 0.279741 -0.007944 0.3 -0.1 0.0
O 1.471916 0.683426 -0.047695 0.0 0.0 -0.1
C 0.593788 -0.227491 0.578094 -0.2 -0.2 0.0
C -0.798863 -0.006518 0.037907 0.0 0.1 0.0
C -1.265461 1.430751 0.108563 -0.1 0.0 0.0
C -1.240367 -0.841449 -1.130953 0.1 0.0 -0.2
C -1.786998 -1.119062 0.244365 -0.1 -0.1 0.2
H 2.986414 -0.592450 -0.657317 0.0 0.1 0.1
H 3.135511 0.014944 1.009373 0.0 0.1 -0.1
H 3.421851 1.116921 -0.363328 -0.1 -0.2 0.0
H 0.910620 -1.267113 0.384427 -0.1 0.2 0.0
H 0.608256 -0.069264 1.673092 0.0 0.0 -0.2
H -0.596119 2.069357 -0.475707 -0.1 -0.1 0.1
H -1.267595 1.795954 1.142314 0.0 -0.1 -0.1
H -2.279817 1.538972 -0.289898 0.1 -0.1 0.1
H -0.537268 -1.554683 -1.553963 -0.1 0.1 0.1
H -1.901217 -0.379982 -1.861038 0.1 -0.1 0.1
H -1.448763 -2.018928 0.753775 0.0 0.1 -0.1
H -2.819497 -0.853125 0.455935 0.2 0.0 -0.1